The following is a quantum chemistry calculation of a molecular structure, C15H85NNbO29, from the Open Molecules 2025 dataset.

The geometry in XYZ format:
```
131
Properties=species:S:1:pos:R:3
C 2.3371 3.3517 -0.3364
C 3.5462 3.1592 -1.2841
C 4.1428 1.7464 -1.2420
C 3.2015 0.7464 -1.9813
Nb 1.7596 -0.5132 -0.7673
C 0.5092 -1.0021 -2.5878
C -0.9198 -0.6063 -2.0903
C -1.7164 -1.7334 -1.4382
C -3.1590 -1.2888 -1.0615
N -3.1468 0.1728 -0.7748
C -2.9125 0.5241 0.6320
C -4.3107 0.7613 -1.3396
C -5.6660 0.6379 -0.6454
O -4.2558 1.3691 -2.3965
C 3.0442 -2.3700 -1.0730
C 3.2469 -3.3991 0.0519
C 3.6490 -2.8525 1.4444
C 2.4812 -2.6877 2.4203
O 2.4363 -1.8955 3.3281
O 1.4464 -3.5605 2.2018
H 2.3301 2.6520 0.4994
H 2.3458 4.3534 0.1041
H 1.4257 3.2598 -0.9180
H 3.1865 3.3681 -2.2962
H 4.2890 3.9363 -1.0578
H 5.0904 1.7777 -1.8049
H 4.3422 1.4370 -0.2197
H 2.5898 1.3181 -2.6919
H 3.7965 0.0167 -2.5324
H 0.5550 -1.4524 0.2987
H 2.7453 -0.1967 0.7584
H 0.7764 0.9934 -0.3578
H 0.8275 -0.3863 -3.4364
H 0.5337 -2.0474 -2.9209
H -0.7443 0.1136 -1.2859
H -1.5016 -0.1628 -2.9038
H -1.2156 -2.0174 -0.5113
H -1.7228 -2.6178 -2.0859
H -3.8715 -1.5081 -1.8558
H -3.4960 -1.8567 -0.1845
H -2.1936 1.3438 0.6992
H -3.8120 0.8112 1.1729
H -2.4327 -0.3123 1.1462
H -6.2350 -0.1870 -1.0792
H -6.2133 1.5687 -0.8083
H -5.5462 0.4837 0.4236
H 2.5654 -2.9537 -1.8685
H 4.0160 -2.0666 -1.4754
H 2.3932 -4.0472 0.1663
H 4.0578 -4.0555 -0.2889
H 4.2906 -3.6040 1.9211
H 4.2373 -1.9415 1.3795
H 0.6237 -3.0471 2.2193
O -2.0738 3.5483 1.6553
H -2.5871 3.5601 0.8409
H -1.7611 4.4525 1.7599
O 1.5682 -4.4800 5.1859
H 1.3401 -4.2636 4.2717
H 1.2790 -3.7014 5.6747
O -1.4174 -5.2781 6.1058
H -0.5224 -5.0487 5.8313
H -1.2936 -6.0702 6.6374
O 4.7195 -4.9013 -2.4683
H 4.9164 -4.9562 -3.4094
H 5.4424 -5.3740 -2.0368
O -0.4343 -0.2866 3.4126
H -0.9596 -0.2267 4.2219
H 0.4790 -0.3585 3.7184
O -0.0759 5.1279 -1.1496
H 0.1276 5.7900 -1.8216
H -1.0290 5.0140 -1.1683
O 5.8196 0.6210 1.5346
H 5.3669 0.0185 2.1371
H 6.5780 0.9247 2.0422
O 0.8711 2.6587 3.4986
H 0.2897 3.1131 4.1133
H 0.3674 1.8823 3.2148
O 3.2833 -4.3537 -5.1812
H 2.5848 -4.9208 -4.8417
H 2.8551 -3.5021 -5.3185
O 1.9002 6.6459 -2.5019
H 2.4178 5.8360 -2.4004
H 2.5174 7.3520 -2.2889
O 4.8077 4.8531 -3.5762
H 4.9964 4.5775 -4.4792
H 5.5123 4.4614 -3.0486
O 5.6877 -2.6904 3.8081
H 4.8329 -3.0646 4.0470
H 6.3226 -3.3791 4.0252
O 6.2578 -7.3381 -1.6094
H 6.9632 -7.7854 -2.0858
H 5.7802 -8.0403 -1.1584
O -5.4936 1.6307 2.5612
H -5.9725 1.0611 3.1763
H -5.3367 2.4365 3.0635
O 3.5607 0.2561 -5.0761
H 3.5822 1.2121 -5.1789
H 4.1902 -0.0777 -5.7230
O -4.7522 -6.0871 5.5086
H -4.6907 -5.8124 4.5903
H -3.8599 -5.9533 5.8475
O -5.1734 -3.3830 -2.4140
H -5.2269 -3.5047 -3.3672
H -6.0523 -3.6081 -2.0942
O 4.1995 7.6293 -4.3938
H 4.4878 6.8190 -3.9486
H 3.5947 7.3132 -5.0735
O -6.8497 0.0476 4.7864
H -7.2031 0.6951 5.4046
H -7.3488 -0.7582 4.9670
O -8.1951 0.7912 -2.9903
H -8.3604 0.3512 -2.1519
H -7.3044 1.1515 -2.8915
O -7.6377 -1.5568 2.5771
H -7.0745 -1.9623 1.9105
H -7.2051 -0.7186 2.7761
O -1.4790 2.9156 -2.1158
H -2.2698 2.3585 -2.1405
H -0.7731 2.3160 -2.3801
O 1.2952 6.2021 -5.7480
H 0.6168 5.5842 -5.4574
H 1.1988 6.9449 -5.1415
O -3.5747 0.0181 5.6547
H -4.1546 -0.2194 4.9230
H -3.4513 0.9661 5.5603
O 3.8914 0.3476 4.9993
H 3.1939 0.7035 5.5557
H 3.4845 -0.4061 4.5523
O -8.1296 3.6378 -2.0459
H -8.2838 3.3654 -2.9559
H -8.9197 3.3432 -1.5845
```

## Properties
**DFT total energy**: -79346.6216 eV
**Charge**: -1
**HOMO**: -4.19 eV
**Molecular weight**: 836.73 g mol⁻¹